Version P
{
  "formula": "C8H11N4",
  "method": "ωB97M-V with the def2-TZVPD basis set",
  "total_charge": 1,
  "molar_mass_g_mol": 163.2,
  "species": ["C", "C", "C", "C", "C", "C", "C", "C", "N", "N", "N", "N", "H", "H", "H", "H", "H", "H", "H", "H", "H", "H", "H"],
  "positions_angstrom": [[-0.7854, -1.2440, 0.0210], [-0.2334, 0.0504, -0.0192], [-2.4964, 0.1763, -0.0810], [1.5442, 1.5695, -0.0247], [2.8656, 1.6837, 0.0209], [2.8436, -0.6170, 0.0081], [-3.7730, 0.9334, -0.0881], [2.8075, -2.0514, -0.0370], [1.0919, 0.3145, -0.0238], [3.4420, 0.4024, 0.1044], [-1.2978, 0.8954, -0.0640], [-2.1341, -1.1525, -0.0343], [-0.2938, -2.1256, 0.2414], [0.8634, 2.4663, 0.0636], [3.5277, 2.5011, -0.0817], [-3.5591, 1.8883, 0.3441], [-4.3643, 1.0347, -1.0438], [-4.5174, 0.4001, 0.6929], [3.3297, -2.4348, 0.7821], [3.3143, -2.2359, -0.9985], [1.7080, -2.4078, -0.1290], [-1.2119, 1.8576, 0.2973], [-2.6714, -1.9046, 0.0493]],
  "nbo_charge": [-0.130, 0.352, 0.411, -0.005, -0.147, 0.585, -0.677, -0.704, -0.546, -0.339, -0.506, -0.417, 0.223, 0.204, 0.240, 0.245, 0.276, 0.258, 0.271, 0.274, 0.253, 0.448, 0.431]
}

Version Q
{
  "formula": "C8H11N4",
  "method": "ωB97M-V with the def2-TZVPD basis set",
  "total_charge": 1,
  "molar_mass_g_mol": 163.2,
  "species": ["C", "C", "C", "C", "C", "C", "C", "C", "N", "N", "N", "N", "H", "H", "H", "H", "H", "H", "H", "H", "H", "H", "H"],
  "positions_angstrom": [[0.5513, 0.8721, -1.2726], [-0.0584, 0.4002, -0.1702], [2.1196, -0.1153, -0.1183], [-2.7924, -1.5050, -0.4517], [-3.1380, -0.4161, -1.3953], [-2.0644, 0.3229, 0.3562], [3.2681, -0.8104, 0.4271], [-2.2124, 1.4012, 1.3288], [-2.1409, -1.0405, 0.5728], [-2.5591, 0.6257, -0.9490], [0.9157, -0.2774, 0.4812], [1.8873, 0.6450, -1.1672], [0.1371, 1.3993, -2.0229], [-3.1111, -2.5962, -0.5136], [-3.5512, -0.5178, -2.3930], [3.4152, -1.9171, 0.0088], [4.1969, -0.1980, 0.4027], [2.9881, -1.0464, 1.4161], [-3.2789, 1.4471, 1.5719], [-1.8112, 2.2830, 0.9374], [-1.5866, 1.4299, 2.2758], [0.8047, -0.9936, 1.2722], [2.6240, 1.2520, -1.6595]],
  "nbo_charge": [-0.120, 0.161, 0.423, 0.071, 0.040, 0.438, -0.675, -0.673, -0.458, -0.416, -0.508, -0.462, 0.243, 0.232, 0.232, 0.274, 0.267, 0.243, 0.256, 0.253, 0.251, 0.460, 0.466]
}

If you had to bet on the most stable structure above, which would it be? Bet on version P.